Entry 1
22
Properties=species:S:1:pos:R:3 method="wB97M-V/def2-TZVPD" lumo_ev=0.9 e_homo_ev=-8.99
C -1.955 2.213 -0.527
C -0.805 2.536 0.196
C -2.131 0.905 -1.034
C 0.160 1.534 0.362
C -1.080 -0.046 -0.940
C -0.009 0.282 -0.147
C 1.021 -0.837 0.248
N 2.310 -0.290 0.736
N 0.569 -1.741 1.246
N 1.273 -1.639 -0.902
O -0.754 -2.302 0.832
H -2.603 2.955 -0.808
H -0.928 3.386 0.804
H -3.095 0.718 -1.562
H 1.175 1.757 0.831
H -1.393 -1.023 -1.465
H 2.837 -1.118 1.168
H 1.964 0.345 1.464
H 0.425 -1.335 2.137
H 1.580 -1.331 -1.814
H 2.026 -2.288 -0.784
H -0.589 -2.681 -0.040

---

Entry 2
22
Properties=species:S:1:pos:R:3 method="wB97M-V/def2-TZVPD" lumo_ev=0.7 e_homo_ev=-8.26
C 1.177 0.801 0.236
C -0.029 0.370 0.394
C 2.232 -0.270 0.447
C -1.546 -0.699 -0.868
C -0.549 -1.956 -0.562
C 1.593 2.066 -0.393
C -2.208 0.912 0.965
N 1.705 -1.499 0.440
N -1.287 0.401 -0.002
N 0.292 -1.658 0.599
O 3.421 -0.026 0.425
H -1.324 -0.507 -1.821
H -2.605 -0.951 -0.856
H -1.168 -2.856 -0.403
H 0.142 -1.963 -1.432
H 0.858 2.265 -1.224
H 2.644 1.808 -0.653
H 1.587 2.841 0.392
H -1.593 1.337 1.820
H -2.745 1.799 0.597
H -2.883 0.090 1.382
H 2.287 -2.306 0.515

---

Stability ranking, top and bottom: entry 1 is the most stable and entry 2 is the least stable.

---

Entry 1
7
Properties=species:S:1:pos:R:3 method="wB97M-V/def2-TZVPD" lumo_ev="0.1 / -2.6" multiplicity=3 e_homo_ev="-6.04 / -11.35" s2=2.015
C -0.341 -0.923 -0.003
C 0.136 0.306 0.111
O -1.645 -0.467 0.021
O -1.163 0.876 0.065
O 1.241 1.030 0.073
H 0.490 -2.246 0.522
H 1.283 1.425 -0.789

---

Entry 2
7
Properties=species:S:1:pos:R:3 method="wB97M-V/def2-TZVPD" lumo_ev="1.0 / -2.4" multiplicity=3 e_homo_ev="-7.71 / -11.11" s2=2.007
C 0.908 -0.990 -0.086
C -0.247 0.056 -0.472
O 1.537 0.064 0.352
O 0.754 1.078 -0.178
O -1.079 0.043 0.601
H -0.827 0.480 -1.321
H -1.046 -0.731 1.103

---

Entry 3
7
Properties=species:S:1:pos:R:3 method="wB97M-V/def2-TZVPD" lumo_ev="0.6 / -1.0" multiplicity=3 e_homo_ev="-7.64 / -12.50" s2=2.004
C -2.136 0.717 1.990
C 0.133 0.821 0.585
O -1.915 1.497 2.817
O -2.572 -0.048 1.254
O -0.208 0.712 -0.672
H 0.548 -0.124 1.120
H 0.038 -0.020 -1.268

---

Stability ranking, top and bottom: entry 3 is the most stable and entry 1 is the least stable.

---

Entry 1
49
Properties=species:S:1:pos:R:3 method="wB97M-V/def2-TZVPD" charge=+1 lumo_ev=-2.5 e_homo_ev=-12.65
Sr 0.055 0.153 -0.109
N 1.575 0.574 2.139
C 1.363 -0.537 3.086
C 1.760 -1.855 2.456
N 0.864 -2.270 1.364
C 1.572 -3.206 0.475
C 2.373 -2.515 -0.608
N 1.472 -1.759 -1.489
C -0.337 -2.914 1.920
C -1.492 -3.007 0.939
N -1.871 -1.670 0.472
H 2.562 0.815 2.115
H 1.106 1.405 2.491
H 0.307 -0.531 3.362
H 1.916 -0.396 4.019
H 1.818 -2.640 3.224
H 2.773 -1.760 2.056
H 0.842 -3.862 -0.003
H 2.224 -3.867 1.060
H 2.965 -3.263 -1.144
H 3.086 -1.810 -0.170
H 0.843 -2.399 -1.968
H 1.986 -1.290 -2.227
H -0.660 -2.340 2.792
H -0.094 -3.918 2.297
H -2.316 -3.531 1.432
H -1.223 -3.611 0.071
H -2.204 -1.114 1.258
H -2.660 -1.708 -0.165
N 2.228 1.592 -1.126
C 1.941 2.705 -2.060
C 1.267 2.254 -3.344
C -0.220 1.947 -3.271
N -0.514 0.578 -2.783
H 2.570 1.998 -0.259
H 3.019 1.063 -1.484
H 2.856 3.250 -2.305
H 1.290 3.407 -1.536
H 1.804 1.400 -3.778
H 1.399 3.059 -4.072
H -0.666 2.106 -4.256
H -0.717 2.641 -2.589
H -0.249 -0.089 -3.504
H -1.526 0.494 -2.720
O -2.636 3.083 1.153
Cl -1.759 2.048 0.783
O -0.435 2.551 0.344
O -1.487 1.100 1.877
O -2.259 1.233 -0.338

---

Entry 2
49
Properties=species:S:1:pos:R:3 method="wB97M-V/def2-TZVPD" charge=+1 lumo_ev=-2.6 e_homo_ev=-12.86
Sr 0.482 0.034 0.212
N -0.834 -2.304 0.691
C -2.023 -1.964 1.486
C -2.917 -1.007 0.712
N -2.340 0.344 0.572
C -2.952 1.030 -0.576
C -2.260 0.701 -1.887
N -0.889 1.249 -1.880
C -2.586 1.103 1.813
C -1.720 2.342 1.965
N -0.297 1.977 1.995
H -1.086 -2.972 -0.030
H -0.136 -2.751 1.279
H -1.678 -1.509 2.415
H -2.610 -2.845 1.761
H -3.906 -0.951 1.186
H -3.071 -1.421 -0.288
H -2.880 2.108 -0.421
H -4.022 0.795 -0.647
H -2.861 1.087 -2.715
H -2.189 -0.382 -2.016
H -0.941 2.263 -1.843
H -0.431 1.034 -2.760
H -2.373 0.446 2.658
H -3.645 1.382 1.888
H -2.041 2.863 2.872
H -1.872 3.035 1.136
H -0.091 1.431 2.830
H 0.275 2.811 2.073
N 1.279 -1.504 -1.877
C 2.740 -1.733 -2.008
C 3.511 -0.467 -2.351
C 3.709 0.518 -1.205
N 2.520 1.367 -0.973
H 0.846 -2.394 -1.646
H 0.910 -1.258 -2.792
H 2.940 -2.489 -2.771
H 3.095 -2.125 -1.055
H 3.042 0.038 -3.206
H 4.499 -0.777 -2.694
H 4.588 1.134 -1.412
H 3.909 -0.030 -0.283
H 2.353 1.936 -1.797
H 2.738 2.016 -0.221
O 3.176 -1.285 3.382
Cl 2.272 -0.844 2.395
O 2.363 -1.646 1.175
O 0.885 -0.927 2.850
O 2.517 0.540 2.007

---

Stability ranking, top and bottom: entry 2 is the most stable and entry 1 is the least stable.

---

Entry 1
11
Properties=species:S:1:pos:R:3 method="wB97M-V/def2-TZVPD" charge=-1 lumo_ev=3.7 e_homo_ev=-4.06
N 1.107 -0.428 0.477
N 0.557 0.813 0.706
N 2.146 -0.335 -0.320
O 2.334 0.714 -1.030
O 2.956 -1.281 -0.382
O -0.891 0.779 0.029
Si -2.109 -0.204 0.145
H 1.151 1.611 0.203
H -2.900 0.387 -0.975
H -2.856 -0.526 1.354
H -1.496 -1.529 -0.209

---

Entry 2
11
Properties=species:S:1:pos:R:3 method="wB97M-V/def2-TZVPD" charge=-1 lumo_ev="3.7 / 3.7" e_homo_ev="-2.90 / -2.69"
N -2.254 -0.582 2.888
N -1.668 0.372 3.164
N -2.923 -1.178 1.941
O -2.225 -1.937 1.192
O -4.134 -1.311 2.140
O -0.712 -0.965 -0.547
Si 0.614 -0.084 -0.441
H -1.310 -1.454 0.004
H 0.801 0.467 -1.732
H 0.301 0.858 0.535
H 1.768 -1.119 -0.062

---

Stability ranking, top and bottom: entry 2 is the most stable and entry 1 is the least stable.

---

Entry 1
18
Properties=species:S:1:pos:R:3 method="wB97M-V/def2-TZVPD" lumo_ev=0.6 e_homo_ev=-8.04
N -1.558 0.817 0.692
C -1.032 0.341 -0.486
C -0.786 1.182 -1.598
C 0.105 -1.786 -1.247
C -0.688 -1.098 -0.479
H -2.344 1.471 0.453
H -1.929 0.034 1.271
H -0.145 0.889 -2.427
H -1.253 2.162 -1.477
H 0.203 -2.788 -1.006
H 0.588 -1.376 -2.170
H -1.214 -1.652 0.303
H 2.175 2.044 1.111
H 1.690 1.284 -0.080
O 1.628 1.308 0.887
H 1.516 -0.147 1.962
H 1.730 -1.637 1.833
O 1.313 -1.048 2.456

---

Entry 2
18
Properties=species:S:1:pos:R:3 method="wB97M-V/def2-TZVPD" lumo_ev=0.6 e_homo_ev=-9.04
C -0.145 1.283 -0.906
C 1.027 0.506 -0.393
C 0.548 -0.980 -0.174
C 0.788 -1.498 1.239
O 1.682 -2.250 1.516
N 2.202 0.500 -1.275
H -0.529 0.790 -1.800
H -0.881 1.396 -0.111
H 0.066 2.302 -1.277
H 1.437 0.814 0.571
H -0.494 -1.223 -0.411
H 1.162 -1.534 -0.890
H -0.017 -1.203 1.931
H 3.063 0.522 -0.750
H 2.188 1.097 -2.083
H -3.771 -0.669 2.127
H -4.492 -0.035 1.008
O -3.834 0.181 1.677

---

Stability ranking, top and bottom: entry 2 is the most stable and entry 1 is the least stable.